Molecular formula: C29H84N29O17
Method: DFT, ωB97M-V/def2-TZVPD

Geometry as ORCA input:
```
! wB97M-V def2-TZVPD RIJCOSX def2/J DEFGRID3
* xyz 1 1
C -0.297 1.237 2.626
O -0.053 -0.143 2.695
C -0.534 -0.821 1.554
C -0.582 -2.298 1.839
C -0.841 -3.183 0.605
C -1.814 -2.609 -0.444
C -1.210 -2.426 -1.835
C -0.996 -0.963 -2.196
C -0.641 -0.797 -3.679
C 0.805 -0.453 -3.949
C 1.740 -1.660 -3.563
C 2.265 -1.283 -2.244
N 2.055 -0.040 -2.018
C 1.451 0.686 -3.139
C 0.662 1.978 -2.825
C 0.660 2.392 -1.345
O -0.561 2.990 -0.889
C -1.567 2.053 -0.793
O -2.613 2.187 -1.433
H 0.333 1.750 3.336
H -0.048 1.618 1.629
H -1.344 1.465 2.826
H 0.083 -0.589 0.678
H -1.547 -0.449 1.375
H 0.397 -2.562 2.230
H -1.276 -2.522 2.637
H -1.277 -4.105 0.970
H 0.099 -3.477 0.151
H -2.609 -3.324 -0.570
H -2.289 -1.692 -0.117
H -1.866 -2.892 -2.559
H -0.260 -2.945 -1.935
H -1.918 -0.427 -2.016
H -0.215 -0.597 -1.536
H -1.321 -0.114 -4.169
H -0.798 -1.753 -4.167
H 0.908 -0.297 -5.014
H 2.560 -1.691 -4.276
H 1.136 -2.557 -3.554
H 2.746 -1.939 -1.538
H 2.318 0.340 -1.119
H 2.282 0.993 -3.773
H 1.113 2.783 -3.386
H -0.346 1.863 -3.201
H 1.433 3.129 -1.187
H 0.843 1.545 -0.686
H -1.380 1.219 -0.111
C -2.516 5.319 1.988
O -3.030 6.003 2.870
N -1.487 4.490 2.295
N -2.911 5.311 0.680
H -1.020 3.898 1.633
H -1.174 4.482 3.248
H -3.671 5.907 0.410
H -2.463 4.733 -0.007
C 5.524 -3.000 -4.039
O 4.588 -3.673 -3.610
N 6.572 -3.536 -4.722
N 5.578 -1.655 -3.850
H 7.328 -2.980 -5.079
H 6.570 -4.524 -4.889
H 4.832 -1.243 -3.335
H 6.316 -1.051 -4.165
C -2.848 -6.021 -3.326
O -2.084 -5.317 -2.683
N -4.199 -5.978 -3.151
N -2.393 -6.907 -4.267
H -4.844 -6.546 -3.665
H -4.552 -5.342 -2.459
H -1.402 -6.941 -4.420
H -2.993 -7.496 -4.811
C 1.000 5.617 4.823
O 1.029 4.589 4.146
N 2.131 6.105 5.416
N -0.128 6.353 5.023
H 2.149 6.943 5.966
H 2.985 5.598 5.275
H -0.983 6.066 4.587
H -0.137 7.191 5.572
C -3.677 4.331 6.965
O -3.700 4.161 8.168
N -3.581 5.570 6.393
N -3.747 3.286 6.074
H -3.572 5.726 5.401
H -3.544 6.360 7.007
H -3.820 2.364 6.458
H -3.743 3.405 5.080
C -5.084 -2.928 1.551
O -4.620 -3.502 0.580
N -6.141 -3.416 2.259
N -4.583 -1.736 2.003
H -6.541 -2.951 3.051
H -6.535 -4.285 1.954
H -3.799 -1.356 1.511
H -4.958 -1.240 2.791
C -2.619 0.028 -7.313
O -2.302 -0.747 -6.423
N -2.777 1.372 -7.097
N -2.847 -0.388 -8.592
H -3.042 2.020 -7.813
H -2.634 1.708 -6.165
H -2.744 -1.367 -8.781
H -3.112 0.227 -9.337
C -5.848 7.358 5.051
O -4.902 7.855 5.637
N -7.133 7.458 5.514
N -5.690 6.657 3.883
H -7.924 7.060 5.048
H -7.274 7.964 6.368
H -4.748 6.552 3.532
H -6.455 6.244 3.384
C 10.264 -1.091 -4.733
O 9.425 -0.608 -5.475
N 9.925 -2.018 -3.784
N 11.586 -0.751 -4.789
H 10.570 -2.446 -3.148
H 8.955 -2.257 -3.732
H 11.857 -0.078 -5.479
H 12.286 -1.143 -4.190
C -5.799 1.962 3.260
O -6.334 0.980 3.740
N -4.898 1.876 2.224
N -6.045 3.230 3.701
H -4.454 2.674 1.808
H -4.708 0.961 1.862
H -6.699 3.340 4.453
H -5.598 4.044 3.324
C 7.158 1.475 -2.050
O 6.934 0.389 -2.566
N 8.390 1.817 -1.590
N 6.187 2.434 -1.902
H 8.601 2.701 -1.167
H 9.121 1.140 -1.694
H 5.276 2.219 -2.251
H 6.353 3.331 -1.488
C -0.378 -8.606 -0.373
O 0.099 -9.242 0.556
N -0.628 -7.269 -0.293
N -0.690 -9.184 -1.574
H -1.003 -6.722 -1.047
H -0.416 -6.816 0.574
H -0.515 -10.166 -1.670
H -1.078 -8.675 -2.345
C 2.728 -5.839 -1.414
O 1.719 -5.681 -2.084
N 2.789 -6.720 -0.370
N 3.885 -5.142 -1.667
H 3.609 -6.858 0.186
H 1.963 -7.255 -0.162
H 3.891 -4.506 -2.446
H 4.726 -5.264 -1.137
C 2.267 2.085 7.238
O 2.536 1.136 7.949
N 2.195 3.368 7.715
N 2.011 1.954 5.897
H 1.964 4.160 7.145
H 2.367 3.501 8.693
H 2.048 1.026 5.520
H 1.797 2.728 5.295
*
```

DFT total energy in eV: -109464.2229
Relative energy (zero: lowest compared OMol25 entry of this formula, charge and spin) in kJ/mol: 0.0

These are the Löwdin partial charges, in e, on atoms 1 to 99: C -0.108; O -0.158; C -0.264; C -0.153; C -0.155; C -0.181; C -0.188; C -0.180; C -0.145; C -0.215; C -0.043; C 0.034; N 0.135; C -0.204; C -0.053; C -0.163; O -0.059; C -0.302; O 0.089; H 0.078; H 0.059; H 0.089; H 0.109; H 0.097; H 0.117; H 0.118; H 0.105; H 0.100; H 0.077; H 0.081; H 0.099; H 0.099; H 0.107; H 0.077; H 0.097; H 0.121; H 0.152; H 0.137; H 0.134; H 0.164; H 0.168; H 0.156; H 0.121; H 0.119; H 0.135; H 0.090; H 0.113; C -0.647; O -0.001; N 0.191; N 0.183; H 0.078; H 0.071; H 0.112; H 0.079; C -0.617; O -0.009; N 0.181; N 0.172; H 0.088; H 0.115; H 0.067; H 0.080; C -0.663; O 0.019; N 0.168; N 0.154; H 0.097; H 0.107; H 0.104; H 0.095; C -0.658; O -0.015; N 0.155; N 0.189; H 0.103; H 0.108; H 0.069; H 0.108; C -0.678; O 0.029; N 0.159; N 0.150; H 0.048; H 0.096; H 0.101; H 0.061; C -0.662; O 0.021; N 0.162; N 0.167; H 0.100; H 0.105; H 0.067; H 0.082; C -0.672; O 0.019; N 0.151; N 0.155